# 1
{
  "formula": "C6H12",
  "method": "the ωB97M-V functional and the def2-TZVPD basis",
  "lumo_energy_ha": 0.0445,
  "total_charge": 0,
  "e_tot_ha": -235.7121,
  "e_homo_ha": -0.3630,
  "max_force_ev_per_a": 3.79,
  "elements": ["C", "C", "C", "C", "C", "C", "H", "H", "H", "H", "H", "H", "H", "H", "H", "H", "H", "H"],
  "positions_angstrom": [[1.83631, 0.96000, -0.58149], [1.30664, -0.21713, 0.23641], [0.20444, -0.93170, -0.51634], [-0.87599, -1.70910, 0.20006], [-1.20018, -0.35855, -0.39890], [-1.61690, 0.97148, 0.59966], [2.28247, 0.60883, -1.51979], [1.02191, 1.64615, -0.84453], [2.59914, 1.52442, -0.03593], [0.90717, 0.13556, 1.19409], [2.12581, -0.90541, 0.47959], [0.58075, -1.39515, -1.44235], [-0.85144, -1.68889, 1.28770], [-1.16537, -2.69197, -0.19411], [-1.93520, 0.18016, -0.92798], [-2.42252, 0.67124, 1.28769], [-2.04519, 1.85487, 0.04523], [-0.75185, 1.34519, 1.13098]],
  "forces_ev_per_angstrom": [[0.043, 0.051, -0.016], [-0.015, -0.018, 0.090], [-0.190, 0.473, 0.063], [-0.282, 0.337, 0.218], [-0.187, 2.271, 2.370], [0.867, -0.862, 0.149], [-0.058, 0.058, 0.138], [0.124, -0.105, 0.074], [-0.084, -0.069, -0.072], [0.135, -0.056, -0.100], [-0.114, 0.021, -0.076], [-0.614, 0.434, 0.149], [0.130, -0.119, -0.045], [-0.182, 0.686, -0.119], [-0.690, -1.950, -3.178], [0.496, -0.138, -0.080], [0.608, -1.122, -0.042], [0.011, 0.108, 0.478]]
}

=====

# 2
{
  "formula": "C5H14NO2",
  "method": "the ωB97M-V functional and the def2-TZVPD basis",
  "lumo_energy_ha": -0.1640,
  "total_charge": 1,
  "e_tot_ha": -403.8410,
  "e_homo_ha": -0.5231,
  "max_force_ev_per_a": 4.19,
  "elements": ["C", "C", "C", "C", "C", "N", "H", "H", "H", "H", "H", "H", "H", "H", "H", "H", "H", "H", "O", "H", "H", "O"],
  "positions_angstrom": [[2.05559, 0.24917, 0.11845], [1.30840, 1.51372, 0.32255], [-0.10326, 1.36128, -0.20878], [-0.83325, 2.13573, -1.03647], [-1.31480, 0.02961, 1.47547], [-0.88013, 0.24296, 0.29756], [2.78750, 0.25341, -0.71864], [2.79792, 0.12169, 0.97135], [1.51168, -0.67804, 0.11077], [1.13892, 1.96047, 1.32335], [1.80962, 2.40425, -0.14912], [-0.49200, 2.99845, -1.56728], [-1.91861, 1.99043, -1.06770], [-1.67296, -0.88177, 1.90559], [-1.09993, 0.83334, 2.16626], [-0.98952, -0.46462, -0.46646], [-0.71551, -3.49854, 0.43156], [-0.05240, -4.02786, 1.70175], [-0.49205, -3.24533, 1.34688], [-1.39067, -1.71318, -2.64022], [-0.42679, -0.46301, -2.33954], [-1.02773, -1.12216, -1.97731]],
  "forces_ev_per_angstrom": [[3.784, -0.734, 1.651], [-1.405, 1.971, -0.864], [-1.197, 2.196, -0.932], [-0.089, -0.640, 1.141], [1.692, 1.489, 0.178], [-0.071, -1.645, 0.093], [-1.003, 0.208, 0.052], [-0.922, 0.023, -0.730], [-0.548, -0.212, -0.109], [0.473, -1.076, 0.160], [-0.605, -0.993, -0.083], [0.576, 0.274, -0.051], [0.428, -0.257, -0.345], [-0.625, -0.688, -0.660], [-0.214, 0.139, 0.295], [-0.386, -0.195, 0.604], [0.138, 0.101, 0.603], [-0.045, 0.118, 0.071], [-0.137, -0.062, -0.719], [0.172, 0.184, -0.304], [-0.110, -0.308, -0.747], [0.092, 0.107, 0.696]]
}

=====

no.,frontier orbital gap (eV)
1,11.1
2,9.8